Record 1
Below is a molecular structure, C3HO3Y, with properties calculated with ωB97M-V/def2-TZVPD.

HOMO-LUMO gap (eV): 6.43
M (g/mol): 173.9
ΔE to the lowest compared entry with this formula, charge and spin (kcal per mole): 117.4
Max |F| (eV/Å): 5.338
Highest occupied orbital energy (eV): -17.45

The geometry in ORCA input format:
```
! wB97M-V def2-TZVPD RIJCOSX def2/J DEFGRID3
* xyz 2 1
O -3.05226 -0.56696 -0.31059
C -1.88789 -0.45299 -0.31506
C -0.60473 -0.16629 -0.35872
O 0.30936 -1.14251 0.14495
C 1.51986 -0.66361 0.27027
O 2.39752 -1.23237 -0.42095
Y 0.53733 1.86672 -0.23916
H 2.66909 -1.47275 0.70879
*
```

Record 2
Below is a gas-phase ion, C3HOS4 (charge -1), with properties calculated with ωB97M-V/def2-TZVPD.

HOMO-LUMO gap (eV): 7.11
Structure (SMILES): Oc1c([S-])ssc1=S
M (g/mol): 181.3
ΔE to the lowest compared entry with this formula, charge and spin (kcal per mole): 0.0
Max |F| (eV/Å): 3.118
Highest occupied orbital energy (eV): -3.87

The geometry in ORCA input format:
```
! wB97M-V def2-TZVPD RIJCOSX def2/J DEFGRID3
* xyz -1 1
O -0.71515 0.78442 1.43028
C -0.18877 0.10649 0.29000
C -0.33765 -1.28603 0.21294
S -1.35097 -2.22092 1.09242
S 0.52484 -2.02646 -1.20127
S 1.41836 -0.40512 -1.91380
C 0.57232 0.87279 -0.57401
S 0.93986 2.47776 -0.52729
H -0.86284 1.69706 1.19073
*
```

Record 3
Below is a molecular structure, C3LaLiO6, with properties calculated with ωB97M-V/def2-TZVPD.

HOMO-LUMO gap (eV): 7.45
M (g/mol): 277.9
ΔE to the lowest compared entry with this formula, charge and spin (kcal per mole): 9.7
Max |F| (eV/Å): 4.947
Highest occupied orbital energy (eV): -17.15

The geometry in ORCA input format:
```
! wB97M-V def2-TZVPD RIJCOSX def2/J DEFGRID3
* xyz 2 1
C -1.03380 -0.14834 -0.24246
O -2.00299 -0.23607 0.49120
C -0.91204 -0.81214 -1.65556
O 0.23038 -0.61476 -2.19679
O -1.86159 -1.41701 -2.11258
Li -1.59601 1.42101 1.56946
La 1.89456 0.73322 -1.48773
O 0.00118 0.58001 0.11253
O 1.09256 0.24957 2.79255
O 2.49473 0.19662 0.92496
C 1.69301 0.04791 1.80442
*
```

Record 4
Below is a molecular structure, C3LiO6Pd, with properties calculated with ωB97M-V/def2-TZVPD.

HOMO-LUMO gap (alpha / beta) (eV): 8.65 / 7.35
M (g/mol): 245.4
ΔE to the lowest compared entry with this formula, charge and spin (kcal per mole): 93.4
Max |F| (eV/Å): 18.358
Highest occupied orbital energy (alpha / beta) (eV): -13.02 / -14.18

The geometry in ORCA input format:
```
! wB97M-V def2-TZVPD RIJCOSX def2/J DEFGRID3
* xyz 1 3
C 1.16278 -1.11026 -0.08494
O 1.63821 -2.24233 -0.11163
C 2.03434 0.18410 0.04610
O 1.33232 1.25489 0.10139
O 3.24608 0.09029 0.10062
Li -0.26005 -2.92441 -0.31778
Pd -0.32401 0.73849 -0.06328
O -0.11332 -0.91771 -0.17282
O -4.02309 1.90328 0.27056
O -1.78547 1.35632 0.06855
C -2.90780 1.66735 0.16321
*
```

Record 5
Below is C3N2O3S2 in the gas phase, with properties calculated with ωB97M-V/def2-TZVPD.

HOMO-LUMO gap (alpha / beta) (eV): 8.05 / 8.06
M (g/mol): 176.2
ΔE to the lowest compared entry with this formula, charge and spin (kcal per mole): 0.0
Max |F| (eV/Å): 3.510
Highest occupied orbital energy (alpha / beta) (eV): -10.48 / -10.48

The geometry in ORCA input format:
```
! wB97M-V def2-TZVPD RIJCOSX def2/J DEFGRID3
* xyz 0 1
C 0.11483 0.18721 0.97574
C 0.25505 -0.58975 2.09687
C -0.49096 -0.35066 -0.28936
N 0.56501 -1.20040 3.00697
N -0.27179 -1.37455 -0.95362
O 2.02920 1.95336 1.46114
O -0.97921 0.70361 -1.04104
O -1.68020 -0.56858 -3.28918
S 1.05931 1.48866 0.45617
S -0.60125 -0.24889 -2.42369
*
```

Record 6
Below is a gas-phase ion, C3NS (charge +1), with properties calculated with ωB97M-V/def2-TZVPD.

HOMO-LUMO gap (alpha / beta) (eV): 6.79 / 6.94
M (g/mol): 82.1
ΔE to the lowest compared entry with this formula, charge and spin (kcal per mole): 7.6
Max |F| (eV/Å): 6.237
Highest occupied orbital energy (alpha / beta) (eV): -17.14 / -17.27

The geometry in ORCA input format:
```
! wB97M-V def2-TZVPD RIJCOSX def2/J DEFGRID3
* xyz 1 1
C 1.24626 -0.89672 0.14232
C 1.24261 0.32062 -0.30037
C -0.40189 -1.06110 0.09877
N -1.11996 -1.94337 -0.14975
S 1.24595 1.79570 0.07129
*
```

Which value of ΔE to the lowest compared entry with this formula, charge and spin does entry 5 give? 0.0 kcal per mole

The lowest M belongs to which entry? C3NS

Which value of M does entry 5 give? 176.2 g/mol

Number 6 is which compound? C3NS